{
  "formula": "C43H118N12O27",
  "method": "ωB97M-V/def2-TZVPD",
  "homo_energy_ev": [-10.20, -10.20],
  "multiplicity": 2,
  "molar_mass_g_mol": 1235.47,
  "gap_ha": [0.29286, 0.14259],
  "total_charge": 1,
  "lumo_energy_ha": [-0.08190, -0.23217],
  "elements": ["C", "C", "O", "O", "H", "H", "H", "H", "H", "H", "C", "C", "O", "O", "H", "H", "H", "H", "H", "H", "C", "C", "O", "O", "H", "H", "H", "H", "H", "H", "C", "C", "O", "O", "H", "H", "H", "H", "H", "H", "C", "C", "O", "O", "H", "H", "H", "H", "H", "H", "C", "C", "O", "O", "H", "H", "H", "H", "H", "H", "C", "C", "O", "O", "H", "H", "H", "H", "H", "H", "C", "C", "O", "O", "H", "H", "H", "H", "H", "H", "C", "C", "O", "O", "H", "H", "H", "H", "H", "H", "C", "C", "O", "O", "H", "H", "H", "H", "H", "H", "C", "O", "N", "N", "H", "H", "H", "H", "C", "O", "N", "N", "H", "H", "H", "H", "C", "O", "N", "N", "H", "H", "H", "H", "C", "O", "N", "N", "H", "H", "H", "H", "C", "O", "N", "N", "H", "H", "H", "H", "C", "C", "C", "C", "C", "C", "N", "O", "C", "C", "C", "H", "H", "H", "H", "H", "H", "H", "H", "H", "H", "H", "H", "H", "H", "H", "H", "H", "H", "H", "C", "C", "C", "C", "C", "C", "N", "O", "C", "C", "C", "H", "H", "H", "H", "H", "H", "H", "H", "H", "H", "H", "H", "H", "H", "H", "H", "H", "H", "H"],
  "xyz": [[1.63970, 6.61412, -0.21799], [0.07795, 6.49105, 0.01442], [-0.20335, 7.00993, 1.29516], [1.92075, 7.93978, -0.72084], [1.92652, 5.86773, -0.95875], [2.19320, 6.43220, 0.70322], [-0.28784, 5.46982, 0.12115], [-0.49789, 7.03192, -0.73655], [0.13360, 6.47173, 2.01516], [1.46383, 8.62103, -0.22213], [-4.62473, -1.32610, 1.15827], [-4.26334, -2.02960, 2.48182], [-3.20673, -2.99148, 2.35340], [-5.57726, -2.06804, 0.51204], [-3.81125, -1.21011, 0.44212], [-4.92260, -0.27792, 1.13245], [-5.08808, -2.63231, 2.86214], [-4.07892, -1.28701, 3.25814], [-3.17457, -3.34598, 3.24496], [-5.22855, -2.88046, 0.13791], [4.14953, -3.50560, 1.34168], [4.35199, -4.36499, 0.10431], [4.54851, -5.65355, 0.52404], [5.34250, -3.51123, 2.01857], [3.28400, -3.86970, 1.89520], [3.77630, -2.50521, 1.12257], [5.20853, -4.08272, -0.50787], [3.52071, -4.15857, -0.56983], [3.70069, -5.92992, 0.87958], [5.56673, -4.43062, 2.17997], [-2.12750, 0.98734, 7.32385], [-2.52082, 1.31701, 5.86288], [-3.01464, 0.25408, 5.11732], [-1.09332, 0.05011, 7.48830], [-2.94328, 0.48177, 7.84055], [-1.88355, 1.90023, 7.86718], [-1.80698, 1.79093, 5.18914], [-3.34584, 2.02059, 5.97441], [-2.33953, -0.42601, 5.17474], [-1.20167, -0.35159, 8.35345], [3.61421, 3.28067, -3.79880], [2.75811, 2.02052, -3.78006], [2.06621, 1.76055, -5.02870], [2.95343, 4.50786, -3.79820], [4.33734, 3.16875, -4.60665], [4.36450, 3.32738, -3.00950], [2.11762, 2.02976, -2.89814], [3.38347, 1.15789, -3.55009], [1.24654, 2.26026, -5.03494], [3.48380, 5.30596, -3.85597], [-4.44984, 1.57303, -2.31850], [-5.64626, 0.66817, -1.98669], [-6.56737, 0.40064, -3.03044], [-5.02671, 2.82512, -2.72137], [-3.95669, 1.15133, -3.19432], [-3.68101, 1.78477, -1.57543], [-6.33071, 1.10839, -1.26154], [-5.27393, -0.29251, -1.63097], [-6.91566, -0.49372, -3.01019], [-5.76317, 2.64721, -3.31092], [6.56074, 4.72673, 0.06625], [6.16628, 3.31081, 0.66479], [5.88400, 3.35211, 2.06110], [5.41379, 5.61827, 0.09835], [7.13661, 4.61648, -0.85261], [7.24135, 5.20943, 0.76759], [6.97653, 2.67638, 0.30553], [5.29972, 2.87989, 0.16331], [6.52421, 2.80461, 2.52152], [5.23872, 5.72693, 1.03597], [-2.70536, 5.69669, -2.25637], [-3.88336, 6.32562, -3.04233], [-3.47709, 7.28124, -3.98789], [-1.85726, 4.99176, -3.05528], [-2.99958, 4.98413, -1.48580], [-2.11766, 6.51962, -1.84953], [-4.70307, 6.81046, -2.51214], [-4.42876, 5.47147, -3.44368], [-2.92777, 6.78663, -4.60042], [-1.28463, 5.57418, -3.55976], [1.40839, -6.42064, 3.12937], [1.22251, -5.29580, 4.11026], [0.78570, -4.13782, 3.40310], [2.60514, -6.40464, 2.38560], [0.58691, -6.42034, 2.41295], [1.28329, -7.37721, 3.63675], [2.19375, -5.09500, 4.56247], [0.41653, -5.51383, 4.81095], [1.19248, -4.07590, 2.53576], [2.89994, -7.31739, 2.42525], [-3.55474, 3.75379, 2.56026], [-4.28966, 2.43363, 2.09682], [-3.58645, 1.33732, 2.58578], [-3.67497, 3.92290, 3.91534], [-3.89480, 4.61127, 1.97960], [-2.51430, 3.59698, 2.27568], [-4.32375, 2.54681, 1.01324], [-5.28043, 2.30121, 2.53150], [-3.57354, 1.39958, 3.54366], [-2.77349, 3.94380, 4.24471], [-0.29328, -5.06919, -0.00379], [0.72781, -4.42741, -0.23519], [-1.13050, -4.56472, 0.80615], [-0.47842, -6.31305, -0.34436], [-1.74959, -5.21710, 1.26571], [-1.01662, -3.64151, 1.19963], [-1.20140, -6.89687, 0.05132], [0.27821, -6.85528, -0.73627], [3.53216, -3.07870, -3.48679], [4.60421, -3.59261, -3.12754], [2.64250, -2.50646, -2.71022], [3.23517, -3.07967, -4.75869], [1.73925, -2.13552, -2.96842], [2.61303, -2.82983, -1.75383], [2.36418, -2.70344, -5.10500], [3.93088, -3.43170, -5.40069], [-1.71535, -3.06022, 5.51893], [-2.15723, -3.94397, 4.82069], [-2.44860, -2.32481, 6.30045], [-0.46835, -2.83155, 5.45145], [-3.39511, -2.56984, 6.55380], [-1.91368, -1.64352, 6.81988], [-0.02232, -3.48345, 4.82201], [0.09200, -2.13459, 5.92087], [-0.05270, 4.29565, 4.07365], [0.12479, 5.30341, 3.38076], [-0.71250, 4.25942, 5.15481], [0.60860, 3.19946, 3.91998], [-0.93163, 5.20496, 5.43419], [-0.45690, 3.49790, 5.76706], [0.54620, 2.51277, 4.65799], [1.26908, 3.14304, 3.15795], [3.47407, -1.62472, 5.64175], [2.63656, -1.62523, 6.55439], [3.79663, -0.61376, 4.92331], [4.18414, -2.68060, 5.37980], [4.64936, -0.71173, 4.39101], [3.41154, 0.29137, 5.15252], [4.66744, -2.70604, 4.49330], [4.28058, -3.52649, 5.92319], [-0.53449, -0.12333, -6.68043], [-0.91182, -1.53964, -6.06644], [-2.37061, -1.62837, -6.46175], [-3.02523, -2.96483, -6.12593], [-2.10478, -4.07029, -6.79117], [-0.50813, -4.01867, -6.58281], [-0.06104, -2.58922, -6.72311], [1.27866, -2.39918, -6.45672], [-0.21874, -4.59441, -5.25393], [0.19578, -4.85446, -7.66284], [-0.72297, -1.42484, -4.54010], [-1.17405, 0.65362, -6.26161], [-0.71173, 0.02694, -7.74537], [0.49330, 0.22936, -6.59458], [-2.86895, -0.81003, -5.94206], [-2.46545, -1.41143, -7.52573], [-4.06603, -3.06762, -6.43297], [-3.07133, -3.19586, -5.06170], [-2.30046, -4.28907, -7.84090], [-2.40890, -4.95015, -6.22419], [-0.96570, -4.41302, -4.48111], [-0.15611, -5.67815, -5.35233], [0.81340, -4.39319, -4.96707], [-0.15182, -5.88094, -7.77957], [-0.01226, -4.41443, -8.63813], [1.27864, -4.90792, -7.55034], [-1.15447, -0.47222, -4.23281], [0.35538, -1.40638, -4.38224], [-1.16086, -2.25536, -3.98638], [1.67764, -2.04401, -7.25437], [-0.88799, 2.94107, -0.06447], [0.12534, 1.73694, -0.02923], [1.47456, 2.46619, 0.21376], [2.51457, 1.49981, 0.68033], [2.09859, 0.52769, 1.75715], [0.60727, -0.10144, 1.70365], [-0.31105, 0.90420, 1.13980], [-1.56408, 0.41502, 0.88445], [0.65979, -1.37519, 0.84971], [0.07747, -0.41453, 3.21089], [0.08607, 1.06652, -1.41495], [-0.73945, 3.48805, -0.99552], [-0.78224, 3.51295, 0.85742], [-1.86545, 2.51701, -0.29433], [1.86766, 2.90222, -0.70463], [1.33579, 3.17230, 1.03245], [3.48121, 1.95110, 0.90401], [2.79835, 0.90098, -0.18511], [2.09997, 1.14337, 2.65661], [2.84622, -0.25973, 1.85272], [0.97319, -1.17135, -0.17416], [1.38245, -2.12085, 1.18119], [-0.28907, -1.91143, 0.83506], [-0.04168, 0.49362, 3.80182], [-0.83160, -0.99378, 3.37263], [0.93661, -0.92712, 3.64359], [1.01255, 0.62243, -1.77900], [-0.04385, 1.77240, -2.23528], [-0.67493, 0.29478, -1.53072], [-2.03996, 0.69254, 1.67066]],
  "forces_ev_per_angstrom": [[-2.0203, 0.9000, -0.7361], [1.6931, -0.7093, 1.7937], [-0.8138, 1.9270, -0.0530], [0.4809, -1.0708, -0.3432], [0.3682, 0.3294, -0.2833], [-0.1508, -0.0942, 0.1757], [0.3520, -0.3558, -1.0538], [0.2600, 0.0524, 0.1016], [0.0684, -0.4073, -0.1696], [-0.1886, -0.2679, 0.4083], [1.3366, -0.3666, -0.1405], [-0.0870, 0.5717, 0.0784], [-0.0148, 1.0528, -0.5762], [-2.2650, -0.7144, -1.3221], [1.1842, -0.4468, 0.4167], [-0.7154, -0.1309, 1.1839], [-0.7251, 0.5020, -0.4133], [0.5294, 0.1442, 0.0770], [0.7557, -0.7124, 0.4863], [0.2537, 0.0287, 0.1881], [-0.8275, -0.0183, -1.5809], [-0.4705, 2.1918, -0.8391], [-0.0248, -1.5432, 0.0001], [0.8169, 0.9445, 1.9438], [0.0214, -0.7516, 0.5172], [0.8345, 0.5539, -0.3373], [0.1907, 0.3089, 0.3900], [-0.4715, -0.8415, -0.1084], [-0.1522, -0.3628, 0.2293], [0.1265, -0.2916, -0.1453], [-0.5660, -0.0946, -0.0520], [-0.3166, 0.5359, 0.9614], [-0.3648, -0.6969, -0.0209], [1.2667, -0.4573, -0.8481], [-0.9285, 0.7651, -0.3645], [-0.0719, 0.2825, -0.1006], [0.8217, 0.4481, 0.7001], [-0.0198, 0.2140, -0.0373], [-0.2003, -0.6480, -0.2253], [0.2756, 0.0474, 0.1621], [2.2970, -0.0649, -0.1804], [-0.1903, 0.4961, -0.1025], [0.5481, 0.0291, 1.2772], [-2.0289, 0.0048, -0.2066], [-0.4263, 0.1305, -0.9579], [-0.3252, -0.6971, 1.0155], [-0.6589, 0.3366, -0.2367], [0.3806, 0.0434, -0.5436], [-0.0286, 0.2005, -0.0174], [0.5016, -0.4512, -0.0277], [-2.1785, 0.3940, -2.0004], [-0.0490, -1.1999, 1.5570], [0.5066, 0.7382, -1.6665], [0.7884, 0.4921, 0.4465], [0.3352, -0.2664, -0.0643], [-0.4949, -0.2914, 0.4368], [0.8264, 0.3233, 0.8286], [0.0940, -0.0391, 0.4215], [0.3092, 0.0212, 0.2552], [-0.0882, -0.1762, -0.1325], [-1.1869, -0.4438, 2.5308], [0.5550, 1.1604, -1.5442], [0.2794, -0.1177, -0.3936], [0.6203, -0.7475, -1.1536], [-0.9381, 0.3059, -0.4932], [0.5652, -0.4588, 0.1167], [0.3698, -0.4389, 0.9178], [-0.2820, 0.4475, -0.1912], [0.0956, 0.0988, 0.0653], [-0.1042, 0.1347, 0.0879], [-1.0595, 2.2075, 0.9406], [-0.9334, -1.0095, 0.7038], [0.5290, -0.4525, -0.2110], [1.3696, -1.7072, -1.9161], [-0.5043, 0.3660, 0.1770], [-0.3310, 0.1541, 0.6685], [0.5970, 0.1446, 0.9417], [0.1607, -0.2023, -0.8493], [0.0798, 0.2616, -0.4865], [0.0528, 0.0955, 0.0409], [-1.4768, -1.0444, 0.0454], [0.4879, 0.1033, -1.3490], [-0.0111, 0.5071, -0.0045], [0.3910, -0.1121, 0.4046], [-0.3361, 0.3142, -0.0278], [0.2861, -0.0859, 0.2984], [-0.0911, 0.0014, 0.5414], [0.2886, -0.1718, 0.1760], [0.2025, -0.1928, -0.1821], [0.5205, 0.0516, -0.2368], [-0.8774, -1.4639, -2.0262], [0.0995, 2.4485, 0.7288], [1.5304, -1.1333, -0.8276], [0.2116, 0.0526, 1.4407], [-0.3108, 0.1596, 0.1237], [0.2399, -0.0005, -0.0956], [0.0041, -0.9241, -0.1377], [-0.3802, 0.8176, -0.3849], [-0.0185, -0.3458, 0.3464], [-0.0419, 0.2596, 0.5716], [4.0163, 1.1618, 0.1128], [1.5265, 0.5595, -1.5356], [-4.6892, 1.1786, 3.1700], [-0.3410, -4.0625, -1.4807], [-0.3876, 0.7775, 0.1925], [-0.1528, -0.5154, -0.0462], [-0.0677, 0.4195, -0.1062], [0.0221, 0.5232, -0.0960], [3.4570, -1.9077, -0.7160], [-0.8074, 0.4801, 0.9584], [-2.2743, 1.4760, 3.6570], [-0.6474, 0.2213, -2.6623], [0.3229, -0.3496, -0.7176], [0.2797, 0.0031, -0.0678], [0.2707, -0.1643, -0.2599], [-0.2396, 0.1034, 0.2091], [-1.8924, -1.6133, -0.7382], [-2.0329, -2.2745, -1.5367], [-1.5238, 2.3263, 2.2960], [5.2562, 1.0848, -0.0653], [0.3316, 0.0334, -0.2296], [-0.6051, 0.0568, 0.4558], [0.3563, 0.7445, -0.0877], [-0.1187, -0.1556, 0.2550], [2.8818, 3.4407, -3.3678], [-0.6964, -0.5993, -0.1328], [-3.9351, 1.0284, 4.2446], [2.3226, -4.0254, -1.9064], [-0.3668, -0.2894, 0.9751], [-0.6396, 0.8589, 0.7134], [0.5877, -0.2577, -0.7064], [-0.0205, -0.2503, 0.4025], [-2.7481, -1.8500, 4.6125], [-0.3472, 0.5870, -0.3699], [0.7743, 4.0460, -2.9107], [2.5860, -3.6165, -1.7775], [-0.2072, 0.7197, 0.0291], [0.2628, -0.2503, -0.1404], [0.2124, -0.2828, 0.0790], [-0.6602, 0.5423, 0.1900], [0.4055, 0.1214, -0.1186], [1.2022, 1.4858, -0.9078], [-0.9743, -0.5461, 0.4852], [1.7633, -0.6536, -0.9174], [0.1675, -0.3984, 0.7880], [-1.2740, 1.1177, -0.7121], [-2.9082, 0.1285, -0.9212], [0.4807, -0.0755, 0.5907], [0.9798, -1.3826, 1.0665], [-0.2826, 0.3842, -0.8030], [0.1904, -0.1927, -0.6482], [-0.0079, -0.0745, 0.4928], [-0.2723, -0.8907, -0.2526], [0.1921, -0.3780, 0.6546], [-0.1168, 0.1172, 0.0306], [-0.0096, -0.2211, -0.0810], [0.1389, 0.1110, -0.4817], [0.3175, 0.3589, 0.2403], [-0.2364, 0.4781, -0.0458], [0.1837, -0.5333, -0.4166], [0.2843, 0.3872, 0.0957], [-0.4115, -0.2448, -0.0460], [-0.0923, 0.5439, 0.4868], [-0.2584, -0.0382, 0.5933], [0.1336, 0.2574, -0.0695], [0.0016, 0.1783, 0.2735], [0.0028, -0.0743, 0.2660], [0.0343, 0.1296, 0.2785], [-0.0234, 0.0958, -0.0020], [-0.1100, 0.0582, -0.2613], [-0.2285, -1.5922, -0.9151], [-0.2211, 3.2022, -0.4333], [0.0442, -1.3212, 1.2191], [0.9651, -1.6860, -1.6250], [-1.6190, 0.7112, 1.1234], [0.9903, 0.2912, 2.2329], [0.6815, -1.7980, -3.6190], [1.6982, 0.6654, 0.1457], [-0.5930, -0.3724, -0.5553], [1.3976, 0.3661, -0.9959], [0.1427, -1.1022, -0.5726], [0.6485, 0.5085, 0.3917], [-0.4441, 0.1609, -0.2897], [-0.4009, 0.1608, 0.8099], [-0.5983, 0.5038, 0.0997], [-0.1618, 0.6329, -0.4424], [-0.2193, 0.3289, 0.5431], [-0.0516, -0.2563, -0.3816], [0.1560, -0.3678, 0.5718], [-0.3297, -0.1124, 0.1713], [-0.1996, 0.1796, -0.0478], [0.1696, 0.4049, 0.5981], [-0.0935, 0.4123, -0.1497], [0.0893, 0.3165, -0.2985], [0.1154, -0.2854, -0.7740], [-0.2090, -0.3231, 0.2229], [0.3494, -0.4016, 0.8471], [-0.5956, 0.5911, 0.5125], [-0.1637, 0.1283, 0.2167], [-1.8974, 0.0147, 1.3200]],
  "mulliken_charge": [0.166, 0.562, -0.630, -0.604, 0.014, 0.118, -0.641, 0.318, 0.588, 0.343, -0.031, -0.088, -0.290, -0.611, -0.055, 0.111, 0.530, 0.006, 0.176, 0.374, 0.782, -0.253, -0.608, -0.625, -0.433, -0.009, 0.428, -0.220, 0.443, 0.447, -0.918, 0.063, -0.507, -0.565, 0.396, 0.429, -0.067, 0.467, 0.147, 0.294, -0.580, 0.677, -0.473, -0.569, 0.480, 0.236, -0.748, 0.298, 0.317, 0.312, 0.413, -0.304, -0.608, -0.478, 0.176, -0.330, 0.303, 0.170, 0.332, 0.326, -0.631, -0.014, -0.518, -0.476, 0.422, 0.344, 0.429, -0.075, 0.295, 0.292, 0.418, -0.622, -0.546, -0.494, 0.160, -0.157, 0.399, 0.267, 0.327, 0.329, -0.889, -0.397, 0.042, -0.455, 0.151, 0.614, 0.070, 0.601, -0.220, 0.265, -0.108, -0.301, -0.124, -0.599, 0.444, -0.300, 0.037, 0.534, 0.043, 0.403, 0.287, -0.421, 0.291, -0.363, 0.171, -0.327, 0.164, 0.249, 0.641, -0.744, 0.119, -0.176, 0.098, 0.049, 0.169, 0.228, 0.559, -0.846, -0.237, 0.278, 0.212, 0.128, -0.066, 0.167, 0.747, -0.800, -0.354, -0.185, 0.286, 0.196, 0.079, -0.093, 0.751, -0.750, -0.284, -0.354, 0.155, 0.188, 0.054, 0.243, -1.838, 1.683, -1.473, -0.646, -1.378, 2.190, -0.033, -0.468, -1.901, -2.029, -1.336, 0.403, 0.478, 0.302, 0.376, 0.475, 0.423, 0.293, 0.358, 0.428, 0.387, 0.521, 0.152, 0.411, 0.494, 0.382, 0.396, 0.012, 0.427, 0.268, -1.305, 2.216, -1.372, -0.769, -0.789, 2.647, 1.253, 0.725, -0.452, -1.247, -2.192, 0.632, -0.013, -0.723, 0.428, 0.270, 0.034, 0.342, 0.313, 0.320, 0.033, -0.294, -0.300, -0.422, 0.125, 0.160, 0.323, 0.712, 0.337, -0.214]
}